No. 1
The following is a quantum chemistry calculation of a molecular structure, C12H33AgO6 at a distorted geometry, from OMol25.

For the HOMO-LUMO gap (spin up / spin down), the calculation gives 6.9 / 5.8 eV. The expectation value of S² is 0.76. The energy above the lowest of the compared OMol25 structures with the same formula, charge and spin is 0.0 kJ/mol. Its HOMO energy (spin up / spin down) is -3.928 / -3.493 eV.

The geometry in ORCA input format:
```
! wB97M-V def2-TZVPD RIJCOSX def2/J DEFGRID3
* xyz -1 2
Ag -0.259 -0.550 0.100
C -1.353 -3.157 -3.342
C -0.937 -3.096 -1.848
C -0.351 -4.479 -1.505
O -0.064 -2.071 -1.636
H -0.509 -3.319 -4.015
H -1.927 -2.261 -3.600
H -2.049 -3.963 -3.629
H -1.863 -2.965 -1.256
H -0.172 -4.588 -0.433
H 0.515 -4.682 -2.137
H -1.091 -5.255 -1.749
C 1.380 2.281 3.017
C -0.112 1.993 2.672
C -0.727 3.242 2.063
O -0.285 0.906 1.875
H 1.999 2.273 2.108
H 1.783 1.423 3.561
H 1.563 3.248 3.492
H -0.538 1.790 3.677
H -0.589 4.137 2.689
H -1.812 3.244 1.901
H -0.305 3.423 1.069
C 3.223 1.745 -0.392
C 1.885 1.570 -1.129
C 1.735 2.523 -2.351
O 1.549 0.263 -1.336
H 3.155 1.206 0.555
H 3.375 2.787 -0.090
H 4.085 1.424 -0.979
H 1.182 2.030 -0.416
H 0.665 2.615 -2.535
H 2.212 2.167 -3.266
H 2.192 3.474 -2.077
C -2.985 -0.549 1.638
O -2.116 -1.577 1.166
H -4.000 -0.967 1.692
H -2.693 -0.148 2.604
H -3.059 0.234 0.886
H -2.443 -2.433 1.440
C -1.947 2.096 -1.558
O -1.521 0.746 -1.468
H -1.189 2.730 -1.110
H -2.137 2.339 -2.607
H -2.900 2.271 -1.045
H -2.036 0.190 -2.060
C 2.223 -2.191 1.913
O 0.891 -2.374 1.438
H 2.600 -1.175 1.845
H 2.194 -2.482 2.972
H 2.950 -2.855 1.432
H 0.614 -3.232 1.763
*
```

No. 2
The following is a quantum chemistry calculation of a molecular structure, C12H33AlCl3N10O5 at a distorted geometry, from OMol25.

For the HOMO-LUMO gap, the calculation gives 6.6 eV. Its HOMO energy is -5.011 eV.

The geometry in ORCA input format:
```
! wB97M-V def2-TZVPD RIJCOSX def2/J DEFGRID3
* xyz -1 1
C 4.655 -2.307 -0.069
C 3.535 -3.547 -0.124
C 2.347 -2.995 -1.153
Cl 3.061 -2.607 -2.861
Al 0.851 -4.374 -1.434
C 0.795 -5.867 -0.006
C -1.021 -3.506 -1.772
Cl -2.062 -4.143 -3.214
C -1.595 -2.405 -0.952
C -0.813 -1.791 0.351
Cl -3.266 -1.643 -1.358
H 5.256 -2.375 0.943
H 4.057 -1.291 -0.189
H 5.432 -2.378 -0.940
H 4.059 -4.472 -0.620
H 3.109 -3.790 0.957
H 2.002 -1.961 -0.726
H 1.196 -5.124 -2.821
H 0.393 -5.526 1.038
H 0.105 -6.779 -0.346
H 1.886 -6.316 0.082
H -0.726 -0.604 0.280
H -1.466 -2.083 1.301
H 0.246 -2.256 0.531
C -0.843 2.502 0.442
O -0.317 1.420 0.651
N -0.164 3.662 0.487
N -2.150 2.631 0.148
H -0.579 4.562 0.318
H 0.823 3.610 0.705
H -2.698 1.782 0.104
H -2.601 3.513 -0.028
C 2.009 -2.079 -7.687
O 1.479 -2.113 -8.787
N 3.055 -1.280 -7.408
N 1.595 -2.838 -6.657
H 3.505 -1.239 -6.510
H 3.398 -0.692 -8.157
H 0.810 -3.454 -6.824
H 2.019 -2.824 -5.744
C -2.538 6.722 1.105
O -2.472 6.361 -0.059
N -2.518 5.859 2.137
N -2.637 8.016 1.461
H -2.571 6.137 3.102
H -2.445 4.875 1.913
H -2.655 8.698 0.714
H -2.692 8.333 2.414
C -3.672 -3.931 3.132
O -2.742 -4.535 2.620
N -3.982 -4.042 4.436
N -4.470 -3.100 2.437
H -4.743 -3.552 4.875
H -3.406 -4.657 4.996
H -4.272 -2.988 1.451
H -5.241 -2.594 2.840
C 1.262 6.397 3.506
O 0.797 7.519 3.379
N 0.513 5.284 3.413
N 2.566 6.174 3.750
H 0.878 4.352 3.514
H -0.474 5.407 3.229
H 3.166 6.985 3.827
H 2.968 5.258 3.857
*
```

No. 3
The following is a quantum chemistry calculation of a molecular structure, C12H33BeNO8 at a distorted geometry, from OMol25.

For the HOMO-LUMO gap, the calculation gives 2.6 eV. The energy above the lowest of the compared OMol25 structures with the same formula, charge and spin is 1010.9 kJ/mol. Its HOMO energy is -14.474 eV.

The geometry in ORCA input format:
```
! wB97M-V def2-TZVPD RIJCOSX def2/J DEFGRID3
* xyz 2 1
Be -0.097 -0.497 -0.402
C 2.112 0.576 3.480
O 1.493 1.411 2.601
C 0.969 2.684 3.064
C 0.549 3.532 1.874
N -0.624 2.886 1.144
C -1.850 3.217 1.893
C -3.126 2.748 1.136
O -3.021 1.384 0.720
C -4.248 0.701 0.321
H 1.492 0.423 4.363
H 3.070 1.028 3.738
H 2.474 -0.389 3.127
H 1.739 3.180 3.655
H 0.141 2.286 3.650
H 1.327 3.728 1.136
H 0.340 4.501 2.327
H -0.774 3.272 0.223
H -2.076 4.284 1.897
H -1.856 2.879 2.929
H -3.324 3.319 0.228
H -3.992 2.932 1.771
H -3.960 -0.348 0.256
H -4.307 0.906 -0.748
H -5.159 0.684 0.919
C -1.093 -0.934 -5.256
C 0.269 -1.391 -5.752
O 0.910 -2.122 -4.747
O -1.046 0.096 -4.433
H -1.687 -1.759 -4.862
H -1.657 -0.661 -6.147
H 1.040 -0.664 -6.008
H 0.095 -1.979 -6.653
H 1.665 -2.576 -5.128
H -1.463 0.796 -4.940
C -1.384 -3.726 2.911
C -2.306 -4.339 1.756
O -1.959 -3.961 0.397
O -1.387 -2.300 2.733
H -0.410 -4.203 3.025
H -1.745 -3.915 3.922
H -3.285 -3.934 2.010
H -2.490 -5.412 1.813
H -2.597 -4.431 -0.144
H -1.937 -2.046 3.478
C 4.921 -0.778 -0.805
C 4.629 0.364 -1.885
O 3.346 1.091 -1.778
O 3.768 -1.581 -0.525
H 5.126 -0.155 0.066
H 5.793 -1.371 -1.078
H 4.667 -0.041 -2.896
H 5.422 1.107 -1.794
H 3.415 1.976 -2.143
H 4.088 -2.481 -0.437
*
```

No. 4
The following is a quantum chemistry calculation of a molecular structure, C12H33ClIN2P2PmS at a distorted geometry, from OMol25.

For the HOMO-LUMO gap (spin up / spin down), the calculation gives 4.3 / 5.0 eV. The expectation value of S² is 6.01. Its HOMO energy (spin up / spin down) is -12.175 / -12.175 eV.

The geometry in ORCA input format:
```
! wB97M-V def2-TZVPD RIJCOSX def2/J DEFGRID3
* xyz 2 5
C -1.254 -0.162 0.728
I 1.495 -0.033 0.507
H -0.750 -0.690 -0.095
H -0.750 0.744 1.095
H -2.257 0.117 0.372
Pm -0.343 0.000 -4.205
P 0.465 2.174 -2.744
C -0.208 3.017 -1.272
C 2.062 3.033 -2.976
H 1.903 4.122 -2.943
H -0.086 3.912 -4.305
H 2.505 2.749 -3.942
H -0.535 2.389 -5.076
H 0.172 2.507 -0.375
H 2.746 2.730 -2.168
C -0.544 2.937 -4.105
H 0.092 4.075 -1.236
H -1.577 3.089 -3.767
H -1.305 2.957 -1.277
P 0.614 -2.059 -2.636
C 0.112 -3.163 -1.281
C -0.295 -2.852 -4.070
H 2.731 -2.266 -3.857
H 2.322 -3.757 -2.936
H 2.942 -2.291 -2.083
C 2.325 -2.656 -2.914
H -0.074 -2.410 -5.065
H 0.072 -3.882 -4.100
H 0.441 -4.191 -1.493
H -0.978 -3.147 -1.161
H -1.377 -2.843 -3.871
H 0.569 -2.818 -0.345
Cl 1.125 -0.020 -6.236
C -3.033 0.641 3.369
N -1.712 0.418 3.946
C -1.524 0.882 5.320
C -0.895 -0.513 3.432
S -1.430 -1.464 2.081
N 0.344 -0.700 3.967
C 1.205 0.479 4.158
C 1.097 -1.899 3.612
H -3.563 1.310 4.047
H -3.591 -0.299 3.289
H -2.965 1.106 2.381
H -0.795 0.245 5.831
H -1.180 1.925 5.323
H -2.488 0.830 5.837
H 2.096 0.153 4.704
H 1.512 0.905 3.195
H 0.696 1.237 4.747
H 0.451 -2.775 3.676
H 1.494 -1.809 2.592
H 1.922 -1.984 4.327
*
```

No. 5
The following is a quantum chemistry calculation of a molecular structure, C12H33FeN3O7P at a distorted geometry, from OMol25.

For the HOMO-LUMO gap (spin up / spin down), the calculation gives 7.0 / 6.9 eV. The expectation value of S² is 8.76. The energy above the lowest of the compared OMol25 structures with the same formula, charge and spin is 14.3 kJ/mol. Its HOMO energy (spin up / spin down) is -6.978 / -6.898 eV.

The geometry in ORCA input format:
```
! wB97M-V def2-TZVPD RIJCOSX def2/J DEFGRID3
* xyz 0 6
Fe 5.606 -4.462 21.976
P 6.101 -6.407 23.113
O 4.694 -5.630 23.122
O 6.660 -5.017 23.371
O 6.176 -6.218 21.616
O 6.242 -7.712 23.804
C 2.527 -5.759 19.354
C 3.735 -4.890 19.390
C 3.416 -3.583 18.582
O 2.327 -2.879 19.194
C 1.851 -1.872 18.373
N 3.915 -4.438 20.786
H 2.445 -6.661 19.960
H 2.534 -6.153 18.338
H 1.607 -5.216 19.572
H 4.676 -5.318 19.047
H 3.075 -3.947 17.613
H 4.306 -2.955 18.559
H 2.614 -1.093 18.344
H 1.063 -1.349 18.916
H 1.601 -2.207 17.367
H 3.396 -5.214 21.170
H 3.296 -3.640 20.757
C 8.817 -4.661 20.600
C 8.069 -3.472 21.132
C 8.610 -2.067 20.712
O 7.829 -1.257 21.465
C 8.074 0.168 21.386
N 6.675 -3.538 20.621
H 8.402 -5.512 21.141
H 9.873 -4.628 20.865
H 8.770 -4.877 19.533
H 7.994 -3.549 22.217
H 8.606 -2.019 19.624
H 9.642 -1.985 21.054
H 7.860 0.482 20.364
H 9.126 0.378 21.578
H 7.450 0.620 22.157
H 6.794 -3.936 19.700
H 6.478 -2.558 20.480
C 2.993 -1.345 23.611
C 3.789 -1.844 22.496
C 4.426 -0.754 21.627
O 4.982 -1.338 20.376
C 5.184 -0.220 19.518
N 4.828 -2.737 23.001
H 2.468 -2.215 24.005
H 2.227 -0.785 23.075
H 3.449 -0.786 24.429
H 3.121 -2.353 21.801
H 5.174 -0.200 22.194
H 3.618 -0.104 21.289
H 5.670 0.614 20.024
H 4.222 0.078 19.101
H 5.787 -0.559 18.675
H 5.396 -2.010 23.412
H 4.695 -3.182 23.897
*
```

No. 6
The following is a quantum chemistry calculation of 6 unconnected molecules or ions with the total composition C12H33NO10 at a distorted geometry, from OMol25.

For the HOMO-LUMO gap, the calculation gives 3.9 eV. Its HOMO energy is 0.578 eV.

The geometry in ORCA input format:
```
! wB97M-V def2-TZVPD RIJCOSX def2/J DEFGRID3
* xyz -2 1
N 1.177 0.594 0.344
O 2.280 0.303 0.826
O 0.424 -0.291 -0.160
O 0.789 1.795 0.315
C 0.866 4.001 -2.630
C 1.383 5.354 -2.142
O 2.101 5.328 -0.973
H 1.632 3.258 -2.877
H 0.288 4.181 -3.553
H 0.250 3.501 -1.880
H 0.559 6.088 -2.021
H 2.032 5.741 -2.971
C 4.355 -3.928 2.821
C 3.340 -3.149 2.045
C 2.046 -2.887 2.807
O 3.918 -1.840 1.804
H 4.689 -3.395 3.710
H 5.189 -4.151 2.152
H 3.928 -4.859 3.206
H 3.067 -3.541 1.057
H 2.180 -2.443 3.791
H 1.394 -3.769 2.944
H 1.352 -2.300 2.197
H 3.232 -1.337 1.328
C -2.790 -2.224 -0.309
C -2.795 -1.451 1.003
C -3.971 -1.873 1.850
O -1.608 -1.811 1.748
H -3.099 -3.253 -0.104
H -1.882 -2.194 -0.904
H -3.632 -1.812 -0.886
H -2.786 -0.368 0.831
H -3.769 -2.801 2.409
H -4.812 -2.209 1.234
H -4.297 -1.257 2.690
H -0.890 -1.686 1.104
C -0.006 -1.055 -5.179
C -0.309 -0.343 -3.905
O 0.689 -0.685 -2.962
O -0.068 -2.471 -4.987
H 1.023 -0.854 -5.499
H -0.670 -0.753 -5.985
H -1.252 -0.774 -3.538
H -0.419 0.741 -3.964
H 0.421 -0.465 -2.052
H 0.615 -2.674 -4.338
C -1.500 2.800 2.589
C -2.071 2.961 1.197
O -1.218 3.626 0.312
O -1.468 4.036 3.308
H -0.582 2.210 2.566
H -2.216 2.162 3.140
H -3.043 3.456 1.256
H -2.233 1.917 0.879
H -0.488 2.996 0.117
H -1.345 3.853 4.240
*
```

Total energy for every record listed, in sequence, given in eV: -29258.73437, -82286.07525, -31222.76075, -82535.12729, -75456.08665, -34938.72405.